1.
A structure of composition C41H56AsNSn, computed with the ωB97M-V functional and the def2-TZVPD basis.

Charge ... +2
Relative energy (zero: lowest compared OMol25 entry of this formula, charge and spin) ... 10.0 kcal per mole
E_HOMO (alpha / beta) ... -13.75 / -13.74 eV
2S+1 ... 1
Total energy ... -4100.17099 a.u.
LUMO (alpha / beta) ... -7.69 / -7.69 eV
Kohn-Sham gap (alpha / beta) ... 6.06 / 6.06 eV

Positions of all 100 atoms, in Å:
Sn1 -0.28888 -1.75786 0.19893
C1 1.15417 -3.11350 -1.21345
C2 1.39732 -3.57389 0.12608
C3 0.15849 -4.17658 0.58078
C4 -0.76308 -4.08367 -0.51672
C5 -0.15956 -3.46168 -1.62915
C6 -0.72656 -3.32447 -3.02456
C7 -2.25691 -3.26472 -2.98168
C8 -0.28198 -4.56857 -3.81470
C9 -0.18363 -2.06134 -3.70257
C10 -0.27305 -4.96022 1.82827
C11 0.36443 -4.48044 3.13495
C12 0.05468 -6.44321 1.58306
C13 -1.79727 -4.83010 2.02164
C14 2.80893 -3.47795 0.72279
C15 3.32177 -4.87788 1.09391
C16 2.86394 -2.52280 1.92720
C17 3.78577 -2.89712 -0.31233
H1 1.90946 -2.73399 -1.88136
H2 -1.73715 -4.54714 -0.53749
H3 -2.68350 -4.20145 -2.61842
H4 -2.65196 -3.09205 -3.98299
H5 -2.60172 -2.45485 -2.33288
H6 -0.65897 -5.47901 -3.34514
H7 0.80683 -4.63638 -3.85975
H8 -0.66857 -4.52131 -4.83379
H9 -0.38043 -1.17654 -3.08905
H10 -0.66782 -1.91838 -4.66897
H11 0.89167 -2.12809 -3.87942
H12 1.43523 -4.65637 3.17343
H13 -0.07766 -5.02480 3.96967
H14 0.16834 -3.41660 3.29192
H15 1.12296 -6.60579 1.44466
H16 -0.46174 -6.81056 0.69376
H17 -0.27366 -7.03806 2.43716
H18 -2.11270 -3.78388 2.00808
H19 -2.07396 -5.24836 2.98895
H20 -2.36573 -5.37478 1.26708
H21 2.79449 -5.30523 1.94255
H22 4.37858 -4.81631 1.35790
H23 3.22589 -5.56141 0.24754
H24 2.19821 -2.81052 2.73428
H25 2.59858 -1.51123 1.60360
H26 3.88008 -2.49072 2.32534
H27 3.88054 -3.53917 -1.19066
H28 4.77220 -2.82044 0.14490
H29 3.49098 -1.89293 -0.62682
C18 -6.28992 4.66018 1.05760
C19 -5.02633 3.97453 0.62951
C20 -4.58524 2.81529 1.26358
C21 -3.42177 2.16011 0.89488
C22 -3.05418 0.88056 1.59017
C23 -2.65846 2.75284 -0.12959
As1 -0.82266 2.33833 -0.42055
N1 -0.24050 1.18769 0.69656
C24 1.08239 1.13552 1.14857
C25 1.24016 0.83521 2.50960
C26 2.49733 0.89041 3.08677
C27 3.61324 1.17136 2.30899
C28 3.47207 1.38172 0.94063
C29 2.21672 1.37466 0.36023
C30 0.35056 3.84140 -0.63036
C31 0.46114 4.73136 0.43762
C32 -0.28531 4.61227 1.74296
C33 1.33431 5.80449 0.26424
C34 2.06216 5.99086 -0.90142
C35 2.98454 7.16522 -1.06665
C36 1.92886 5.05508 -1.93335
C37 1.08046 3.97113 -1.82191
C38 0.97195 2.96751 -2.94360
C39 -3.13076 3.85044 -0.88126
C40 -2.44730 4.37402 -2.11976
C41 -4.29747 4.45828 -0.45502
H30 -6.76452 4.14721 1.89082
H31 -6.99813 4.70610 0.22896
H32 -6.07828 5.68851 1.35546
H33 -5.17923 2.39491 2.06725
H34 -3.87090 0.55217 2.22883
H35 -2.16321 1.01124 2.20741
H36 -2.84134 0.09206 0.86791
H37 0.35807 0.64188 3.10798
H38 2.60645 0.70639 4.14725
H39 4.59401 1.22090 2.76346
H40 4.34420 1.56157 0.32544
H41 2.10303 1.52205 -0.70643
H42 -0.85108 3.68654 1.83285
H43 -0.98285 5.44279 1.85846
H44 0.41623 4.65594 2.57583
H45 1.44137 6.51221 1.07966
H46 2.99266 7.79799 -0.18190
H47 2.67775 7.76926 -1.92201
H48 4.00359 6.82661 -1.26023
H49 2.50806 5.18208 -2.84178
H50 1.65896 3.21084 -3.75103
H51 -0.03269 2.94500 -3.37100
H52 1.21148 1.95573 -2.60280
H53 -1.84396 3.60589 -2.60158
H54 -1.81017 5.23131 -1.89680
H55 -3.19463 4.69737 -2.84215
H56 -4.65784 5.32736 -0.99485

Löwdin atomic charge list, values in e, 6 entries: 1.518 -0.143 -0.230 -0.245 -0.130 -0.334



2.
A structure of composition C45H39MoN12OS, computed with the ωB97M-V functional and the def2-TZVPD basis.

Charge ... +1
Relative energy (zero: lowest compared OMol25 entry of this formula, charge and spin) ... 10.6 kcal per mole
E_HOMO (alpha / beta) ... -9.63 / -9.91 eV
2S+1 ... 3
Expectation value of S² ... 2.42
Total energy ... -2936.73885 a.u.
LUMO (alpha / beta) ... -3.34 / -3.51 eV
Kohn-Sham gap (alpha / beta) ... 6.29 / 6.40 eV

Positions of all 99 atoms, in Å:
Mo1 -0.68956 -0.22689 0.02822
O1 -3.86468 2.67071 0.15868
C1 -3.02066 1.85888 -0.18783
N1 -2.25995 1.09211 0.62510
C2 -2.48960 1.39204 2.03049
C3 -2.21046 0.17398 2.83191
C4 -2.67154 0.02027 4.13227
C5 -2.42881 -1.16286 4.79561
C6 -1.75571 -2.17859 4.12803
C7 -1.31434 -1.94965 2.84811
N2 -1.51027 -0.77830 2.20905
C8 -2.75862 1.62066 -1.63711
C9 -3.45813 2.32970 -2.59119
C10 -3.19649 2.07672 -3.92555
C11 -2.25499 1.10815 -4.23732
C12 -1.59618 0.45337 -3.21480
N3 -1.82496 0.70905 -1.91945
H1 -3.51781 1.71701 2.17336
H2 -1.86468 2.22578 2.37379
H3 -3.23331 0.82378 4.59141
H4 -2.77729 -1.30774 5.81055
H5 -1.57037 -3.13628 4.59459
H6 -0.79009 -2.71546 2.30270
H7 -4.18541 3.05479 -2.25044
H8 -3.71321 2.62305 -4.70699
H9 -2.02104 0.85320 -5.26299
H10 -0.85916 -0.29519 -3.44698
C13 5.51097 1.34241 -2.46490
C14 4.17875 0.67172 -2.24363
C15 2.99945 1.23429 -2.71123
C16 1.79303 0.60391 -2.47062
C17 1.67584 -0.57890 -1.74908
N4 0.33827 -1.10374 -1.52473
C18 -0.02923 -2.12757 -2.43256
C19 0.85014 -2.50577 -3.45830
C20 0.58650 -3.52442 -4.34765
C21 -0.58193 -4.26739 -4.26079
C22 -0.87262 -5.43007 -5.17741
C23 -1.47359 -3.89294 -3.27750
C24 -1.24093 -2.82429 -2.41336
N5 -2.33633 -2.48685 -1.53833
C25 -3.61233 -2.88676 -1.69437
C26 -4.34858 -2.41917 -0.63351
C27 -3.43853 -1.71076 0.13467
N6 -2.21675 -1.74005 -0.41337
C28 2.87607 -1.19044 -1.34582
C29 4.08800 -0.54591 -1.58796
N7 2.95777 -2.46814 -0.71352
C30 3.91197 -2.87099 0.17303
C31 3.58565 -4.13615 0.57021
C32 2.39526 -4.42603 -0.13121
N8 2.01496 -3.41849 -0.89438
H11 5.57705 1.75985 -3.47029
H12 5.65003 2.16553 -1.75889
H13 6.33620 0.64352 -2.32819
H14 3.02210 2.16071 -3.27697
H15 0.89081 1.03512 -2.87853
H16 1.79358 -1.99006 -3.55004
H17 1.32209 -3.75857 -5.10916
H18 -0.07149 -5.56363 -5.90439
H19 -0.97059 -6.36122 -4.61360
H20 -1.80467 -5.28016 -5.72717
H21 -2.37997 -4.47543 -3.17260
H22 -3.93063 -3.45644 -2.54943
H23 -5.40106 -2.56240 -0.44784
H24 -3.62263 -1.15807 1.03477
H25 5.00508 -1.03483 -1.28358
H26 4.71694 -2.22549 0.48265
H27 4.12315 -4.76238 1.26512
H28 1.80396 -5.33196 -0.11078
S1 1.15075 -1.28105 1.23707
C33 1.69681 0.12876 2.04930
N9 2.68419 -0.01459 2.96179
N10 2.86446 0.92421 3.85344
C34 1.94284 1.74313 4.57198
C35 0.58262 1.47344 4.66363
C36 -0.21483 2.28044 5.45930
C37 0.32436 3.35324 6.15970
C38 1.68531 3.60442 6.07465
C39 2.49309 2.79847 5.28883
N11 1.28606 1.35020 1.69960
N12 0.43830 1.36982 0.70977
C40 0.11993 2.75627 0.39309
C41 0.00713 3.69823 1.41252
C42 -0.34292 5.00188 1.10948
C43 -0.56040 5.38339 -0.21021
C44 -0.40986 4.45082 -1.22525
C45 -0.07321 3.13829 -0.92328
H29 3.79585 0.89696 4.23547
H30 0.15148 0.62718 4.14835
H31 -1.27409 2.06505 5.53689
H32 -0.30980 3.97680 6.77649
H33 2.12297 4.43068 6.62098
H34 3.55881 2.99430 5.22031
H35 0.20387 3.40159 2.43450
H36 -0.44582 5.72596 1.90914
H37 -0.83905 6.40406 -0.44472
H38 -0.54467 4.74414 -2.25932
H39 0.07135 2.41993 -1.71143

Löwdin atomic charge list, values in e, 6 entries: 1.567 0.065 -0.496 -0.114 -0.142 -0.276



3.
A cluster of 2 separate species, C5H11NO in total, computed with the ωB97M-V functional and the def2-TZVPD basis.

Charge ... 0
Relative energy (zero: lowest compared OMol25 entry of this formula, charge and spin) ... 72.4 kcal per mole
E_HOMO ... -8.42 eV
2S+1 ... 1
Total energy ... -327.01603 a.u.
LUMO ... 0.90 eV
Kohn-Sham gap ... 9.32 eV

Positions of all 18 atoms, in Å:
C1 -1.10889 0.39106 -0.31445
C2 2.70093 -0.76157 0.38301
C3 -1.46643 1.21551 0.88005
C4 -1.88996 -0.84757 -0.60851
N1 1.18277 0.46329 -1.11502
C5 1.36591 -0.15625 -0.00065
O1 0.33772 -0.59902 0.62985
H1 1.77280 1.18743 -1.50606
H2 -0.99617 1.00364 -1.19997
H3 3.51630 -0.34631 -0.20593
H4 2.66096 -1.84210 0.24362
H5 2.87993 -0.57971 1.44291
H6 -1.62823 0.59535 1.75769
H7 -2.03360 -1.45292 0.28217
H8 -2.37740 1.77945 0.64184
H9 -0.67374 1.93324 1.08836
H10 -2.85747 -0.54373 -1.02830
H11 -1.38543 -1.43979 -1.37061

Löwdin atomic charge list, values in e, 6 entries: -0.177 -0.020 -0.078 -0.080 0.102 -0.615